DFT (ωB97M-V/def2-TZVPD) results for a 8-piece molecular cluster, C28H74O23P4 overall at a distorted geometry.

Last column: Löwdin charge in e.
Cartesian coordinates (Å):
C1 15.61735 0.76288 3.40793  -0.07
O1 15.02214 0.60273 4.72930  -0.23
P1 14.41775 1.82215 5.62132  0.51
O2 14.16659 1.45332 7.06797  -0.26
O3 15.48169 3.05695 5.34292  -0.24
C2 15.25381 4.30711 5.96314  -0.12
O4 13.08755 2.23722 4.80129  -0.22
C3 11.89957 1.65191 5.13090  -0.16
H1 14.83223 0.47547 2.70858  0.09
H2 16.47962 0.09827 3.35423  0.09
H3 15.89342 1.78844 3.16278  0.08
H4 15.57771 5.10452 5.29432  0.09
H5 15.76004 4.37212 6.92627  0.09
H6 14.20255 4.48901 6.18641  0.08
H7 11.89257 0.56527 5.04555  0.09
H8 11.05973 2.12884 4.62564  0.09
H9 11.77905 1.71169 6.21257  0.08
C4 10.02832 -9.63598 1.88703  -0.06
O5 10.18086 -9.29932 3.33083  -0.24
P2 8.85176 -9.18925 4.27689  0.44
O6 8.16641 -10.47658 4.54317  -0.24
O7 8.02719 -8.06232 3.47445  -0.23
C5 6.67118 -7.88652 3.85216  -0.12
O8 9.40153 -8.40234 5.59115  -0.21
C6 10.03112 -7.16530 5.44900  -0.13
H10 9.00295 -9.92107 1.65160  0.08
H11 10.57605 -10.52786 1.58263  0.08
H12 10.40979 -8.83362 1.25552  0.09
H13 6.38631 -8.20720 4.85422  0.09
H14 5.89408 -8.20340 3.15660  0.09
H15 6.51201 -6.80830 3.83817  0.08
H16 11.03667 -7.12953 5.86815  0.09
H17 9.46101 -6.41673 5.99919  0.09
H18 10.06638 -6.83307 4.41147  0.08
C7 7.93317 4.79968 -0.25326  -0.10
O9 6.62153 4.56851 -0.80747  -0.23
P3 5.27172 5.19401 -0.09716  0.54
O10 5.40824 6.45778 0.70866  -0.26
O11 4.73308 4.01822 0.87958  -0.23
C8 5.17784 3.88839 2.22086  -0.12
O12 4.15631 5.18643 -1.34185  -0.21
C9 3.95569 4.11708 -2.18193  -0.16
H19 8.55621 5.36589 -0.94559  0.09
H20 8.42751 3.84226 -0.08869  0.08
H21 7.98430 5.34720 0.68786  0.08
H22 5.63426 2.91605 2.40616  0.08
H23 4.30207 3.98966 2.86186  0.09
H24 5.95523 4.56629 2.57331  0.08
H25 4.56154 4.24185 -3.07941  0.09
H26 2.89779 3.96818 -2.39821  0.09
H27 4.29651 3.14563 -1.82383  0.08
C10 7.39400 -10.74638 -4.23892  -0.08
O13 7.12270 -9.42290 -4.79775  -0.26
P4 7.61034 -8.00490 -4.07128  0.52
O14 8.98478 -7.96067 -3.52223  -0.24
O15 7.21784 -6.80542 -5.15667  -0.23
C11 8.04464 -6.64465 -6.31747  -0.11
O16 6.45469 -7.78761 -2.92024  -0.24
C12 5.05824 -7.90047 -3.05848  -0.12
H28 8.11848 -10.74350 -3.42455  0.08
H29 8.01472 -11.32203 -4.92554  0.08
H30 6.48223 -11.30832 -4.03646  0.09
H31 7.43408 -6.50866 -7.21012  0.09
H32 8.75747 -7.46058 -6.43678  0.08
H33 8.70185 -5.77597 -6.27777  0.09
H34 4.76082 -8.20266 -4.06263  0.08
H35 4.51390 -6.97736 -2.85928  0.09
H36 4.77737 -8.67161 -2.34116  0.09
C13 10.01176 -1.20748 0.64873  -0.13
O17 10.41848 -2.54974 0.81809  -0.17
C14 9.42077 -3.53917 0.50648  -0.17
C15 8.05724 -3.36652 1.20407  -0.21
O18 7.29500 -2.34596 0.57046  -0.22
C16 5.97725 -2.22966 1.11038  -0.09
H37 9.79110 -1.03192 -0.40416  0.09
H38 10.85627 -0.57145 0.91397  0.08
H39 9.23172 -0.75522 1.26117  0.08
H40 9.78031 -4.51296 0.83901  0.12
H41 9.22833 -3.61882 -0.56343  0.13
H42 8.20380 -3.14471 2.26115  0.13
H43 7.54011 -4.30054 0.98430  0.12
H44 6.01173 -2.12965 2.19524  0.08
H45 5.32548 -3.01631 0.73030  0.08
H46 5.56241 -1.32454 0.66680  0.08
C17 -0.04003 -3.76064 2.53529  -0.14
O19 0.36342 -2.76930 3.41663  -0.17
C18 -0.75986 -2.03875 3.95809  -0.18
C19 -1.19282 -0.98692 2.95578  -0.23
O20 -0.11969 -0.27940 2.36586  -0.17
C20 -0.50321 0.90574 1.71854  -0.11
H47 0.75191 -4.49825 2.40546  0.09
H48 -0.22279 -3.33866 1.54704  0.08
H49 -0.96651 -4.23359 2.86097  0.09
H50 -0.33117 -1.56207 4.83960  0.12
H51 -1.63659 -2.53798 4.37067  0.12
H52 -1.87617 -0.33690 3.50220  0.12
H53 -1.79353 -1.38451 2.13774  0.12
H54 0.34965 1.55765 1.52949  0.08
H55 -1.18733 1.48723 2.33655  0.09
H56 -0.88183 0.64900 0.72918  0.09
C21 1.94752 2.80394 -8.12923  -0.13
O21 2.45844 1.85108 -7.24353  -0.19
C22 3.25938 0.86969 -7.92078  -0.17
C23 3.71648 -0.27347 -6.96972  -0.19
O22 4.59757 0.17952 -5.94021  -0.20
C24 4.86568 -0.77111 -4.91627  -0.11
H57 1.31250 3.52013 -7.60776  0.09
H58 1.41234 2.26545 -8.91134  0.08
H59 2.75869 3.32971 -8.63289  0.08
H60 4.07096 1.34276 -8.47362  0.12
H61 2.58548 0.34939 -8.60141  0.12
H62 4.32796 -1.02937 -7.46247  0.12
H63 2.87607 -0.86671 -6.60934  0.12
H64 3.96770 -0.87240 -4.30678  0.09
H65 5.71115 -0.48698 -4.28973  0.08
H66 5.19919 -1.72759 -5.31878  0.08
C25 6.23646 -1.66063 7.13621  -0.22
C26 4.82775 -1.99437 7.04953  -0.21
C27 4.41982 -1.74076 8.47735  -0.18
O23 5.20523 -0.57521 8.84933  -0.13
C28 6.23873 -0.35305 7.89363  -0.20
H67 6.72567 -1.56350 6.16702  0.11
H68 6.85416 -2.44425 7.57493  0.12
H69 4.68245 -3.01929 6.70817  0.12
H70 4.29857 -1.40770 6.29860  0.12
H71 4.57099 -2.60985 9.11759  0.12
H72 3.35644 -1.50137 8.47791  0.12
H73 7.19773 -0.06292 8.32286  0.12
H74 5.92974 0.46949 7.24859  0.11

The net charge is 0. The value obtained for the total energy is -4207.24004 Ha. The calculation puts the energy relative to the best compared isomer or geometry (same formula, charge and spin) at 35.26 kcal/mol.